Density functional theory data (wB97M-V/def2-TZVPD) for a 5-piece molecular cluster, C16H48BN5O17P5S overall.

As for the energy above the lowest of the compared OMol25 structures with the same formula, charge and spin: 0.775 eV. The total energy comes out at -117588.1197 eV. The value obtained for the LUMO energy is -0.129 hartree. The calculation puts the HOMO energy at -11.6099 eV. As for the net charge: +1.

Cartesian coordinates (Å):
C -4.02079 3.43741 1.66818
N -2.84354 2.87725 0.98898
C -1.55199 3.39525 1.49854
B -2.91233 1.42809 1.00590
O -3.30337 0.71872 -0.07086
C -2.55018 0.63998 2.36712
N -1.41931 -0.05172 2.41821
C -1.35242 -0.54375 3.67006
N -0.36024 -1.28650 4.19410
N -2.44677 -0.17797 4.36012
P -3.01375 -0.49809 5.99367
S -2.67196 0.91860 7.23574
N -3.20323 0.60029 3.53575
H -3.81459 4.38362 2.15589
H -4.80836 3.58792 0.93260
H -4.46223 2.77038 2.43080
H -0.83884 2.62414 1.79978
H -1.68268 4.08397 2.33101
H -1.06757 3.95350 0.69939
H -2.77688 0.90758 -0.85536
H 0.05027 -0.97401 5.05684
H -0.00722 -2.10108 3.72221
H -4.39814 -0.65050 5.79314
H -2.51202 -1.76137 6.34435
H -4.07111 1.06411 3.75691
C 2.24790 -7.78601 2.03625
O 2.33638 -6.77645 1.01610
P 1.69288 -5.37438 1.32207
O 2.11455 -4.72084 2.56353
O 0.11851 -5.62741 1.27439
C -0.43268 -6.39445 0.19379
O 2.01346 -4.59362 -0.01247
C 1.51682 -3.25768 -0.14961
H 2.23075 -8.75305 1.54174
H 3.11821 -7.72491 2.68637
H 1.33823 -7.67459 2.62846
H -0.66408 -7.39687 0.55098
H 0.25381 -6.46200 -0.64902
H -1.35026 -5.91041 -0.13292
H 0.96699 -2.93419 0.73461
H 0.85571 -3.22089 -1.01385
H 2.35748 -2.58779 -0.31260
C 8.66629 -5.06156 6.49112
O 7.24837 -4.87733 6.38015
P 6.66658 -4.64121 4.92718
O 7.02100 -5.63688 3.92343
O 7.14178 -3.16916 4.52915
C 7.00909 -2.11131 5.48113
O 5.12901 -4.49986 5.25379
C 4.24356 -4.20678 4.15093
H 8.97272 -4.69343 7.46714
H 8.90570 -6.11969 6.40911
H 9.20193 -4.50656 5.71960
H 7.98480 -1.89777 5.91710
H 6.30762 -2.36343 6.27637
H 6.65116 -1.22629 4.95854
H 4.78434 -4.13113 3.20858
H 3.74433 -3.25969 4.35410
H 3.51058 -4.98874 4.08033
C 3.56123 5.28056 -3.26722
O 2.16883 5.61800 -3.33819
P 1.13400 4.49917 -2.92448
O 1.34076 3.90779 -1.60352
O 1.18279 3.43428 -4.10860
C 1.14499 3.89510 -5.46595
O -0.24477 5.23870 -3.13547
C -1.43137 4.46306 -2.91065
H 4.08171 5.86524 -4.02122
H 3.94848 5.52954 -2.28146
H 3.72492 4.22053 -3.46645
H 2.14864 3.84451 -5.88695
H 0.77363 4.91641 -5.53911
H 0.48657 3.23768 -6.02891
H -1.19560 3.44261 -2.60349
H -2.01028 4.43265 -3.83210
H -2.02520 4.94079 -2.13346
C -5.25102 1.82234 -4.71288
O -4.90296 2.10661 -6.07052
P -4.65809 3.62518 -6.44720
O -3.69028 4.34388 -5.62408
O -6.10246 4.29325 -6.40845
C -7.20410 3.62455 -7.03627
O -4.31170 3.49894 -7.98043
C -4.08127 4.71356 -8.71267
H -5.86960 0.92820 -4.70937
H -4.34681 1.64190 -4.13299
H -5.81361 2.64303 -4.26459
H -7.81872 3.15341 -6.26983
H -6.87131 2.86854 -7.74666
H -7.79742 4.36892 -7.56180
H -4.16684 5.59443 -8.07717
H -4.81457 4.77768 -9.51426
H -3.08305 4.67681 -9.14122

Density functional theory data (wB97M-V/def2-TZVPD) for C16H48HgO8S8 as an isolated structure.

As for the energy above the lowest of the compared OMol25 structures with the same formula, charge and spin: 0.725 eV. The total energy comes out at -124588.3122 eV. The value obtained for the LUMO energy is -0.134 hartree. The calculation puts the HOMO energy at -13.5272 eV. As for the net charge: +2.

Cartesian coordinates (Å):
Hg -0.11866 -0.02685 0.03609
C 4.07701 0.06024 -0.65752
S 2.94510 0.91476 -1.80701
O 1.53374 0.57421 -1.40946
C 3.22819 2.57960 -1.08353
H 4.70038 -0.68614 -1.15223
H 3.55653 -0.53166 0.09749
H 4.76860 0.72500 -0.14228
H 2.73931 3.31153 -1.72420
H 4.29955 2.74215 -0.99308
H 2.73175 2.65499 -0.11578
C -3.67272 -0.33614 2.58798
S -2.17083 0.70189 2.87005
O -1.67844 0.97163 1.47865
C -3.06534 2.21211 3.42074
H -3.94112 -0.12374 1.55400
H -4.56589 -0.11392 3.17626
H -3.45389 -1.38654 2.76615
H -2.37111 3.04333 3.29605
H -3.38193 2.11415 4.45542
H -3.88345 2.38968 2.72382
C -0.15216 -2.60478 4.12485
S 0.15979 -2.78975 2.32646
O 0.01695 -1.38592 1.79605
C 1.92056 -3.19994 2.42076
H 0.23507 -1.66205 4.50705
H 0.25059 -3.51756 4.56011
H -1.22960 -2.54335 4.27450
H 2.42851 -3.16987 1.46119
H 2.09433 -4.18475 2.85307
H 2.35840 -2.42486 3.05448
C -4.26850 -2.29032 -1.25799
S -2.47366 -2.51917 -0.98698
O -2.01182 -1.37658 -0.10064
C -2.50317 -3.97967 0.08216
H -4.76683 -2.17645 -0.29679
H -4.57669 -3.14833 -1.85143
H -4.39681 -1.35532 -1.79717
H -3.00255 -4.75961 -0.49599
H -3.06850 -3.74918 0.98450
H -1.50134 -4.30457 0.34446
C 3.17435 -3.35951 -1.83051
S 1.39232 -3.25920 -1.68152
O 0.99540 -2.20856 -0.66557
C 1.02359 -2.48026 -3.29148
H 3.61045 -3.70035 -0.89221
H 3.60772 -2.37093 -1.98631
H 3.50305 -3.95304 -2.68177
H -0.06204 -2.42956 -3.35597
H 1.40081 -3.03504 -4.14991
H 1.43414 -1.47134 -3.28583
C 1.60762 2.48939 3.53995
S 2.03378 0.83904 2.92669
O 1.61163 0.71464 1.47171
C 3.85918 1.03474 2.97121
H 2.14026 3.25481 2.97655
H 1.87121 2.53295 4.59644
H 0.53154 2.61831 3.44488
H 4.13285 1.24400 4.00312
H 4.06144 1.89899 2.33560
H 4.38923 0.18384 2.55392
C -0.21835 4.30962 -2.20558
S -0.14741 3.70636 -0.48784
O -0.44935 2.22414 -0.53260
C -1.77274 4.49978 -0.08179
H -1.03399 3.84136 -2.75070
H 0.72484 4.02905 -2.67748
H -0.28733 5.39558 -2.21192
H -2.51208 3.98256 -0.69131
H -1.82066 5.56946 -0.28196
H -1.99252 4.37301 0.97681
C -2.74953 0.08155 -4.26950
S -1.57799 0.98659 -3.20851
O -1.20021 0.07597 -2.06752
C -0.18627 0.99573 -4.40751
H -2.84113 0.65318 -5.19461
H -3.73553 0.08112 -3.80996
H -2.40214 -0.93112 -4.46634
H -0.26797 0.09336 -5.01718
H 0.73933 1.06419 -3.84914
H -0.37679 1.77736 -5.14466

no.,Kohn-Sham gap (eV)
1,8.10
2,9.87